# C28H34As2FeN6SSe2

C28H34As2FeN6SSe2 as an isolated structure (ωB97M-V/def2-TZVPD, the Open Molecules 2025 dataset).

Each line ends with the Mulliken charge.
Positions of all 74 atoms, in Å:
Fe (-0.28, -0.88, 0.32)  1.243
C (-2.68, -1.16, 4.36)  -2.208
C (-2.29, -1.17, 2.92)  0.813
N (-1.30, -1.82, 2.44)  0.480
N (-0.55, -2.64, 3.20)  -0.642
C (0.11, -3.64, 2.54)  0.366
N (0.81, -4.50, 3.28)  -0.374
S (0.05, -3.71, 0.88)  -0.366
C (-3.10, -0.49, 1.89)  0.623
C (-4.38, -0.02, 2.16)  -0.746
C (-5.16, 0.47, 1.13)  -0.714
C (-4.64, 0.47, -0.15)  -0.839
C (-3.36, -0.01, -0.34)  -0.117
N (-2.59, -0.47, 0.64)  0.271
H (-1.81, -1.27, 5.01)  0.627
H (-3.37, -1.99, 4.57)  0.329
H (-3.18, -0.23, 4.63)  0.510
H (-0.70, -2.71, 4.20)  0.226
H (0.80, -4.52, 4.28)  0.191
H (1.27, -5.26, 2.80)  0.247
H (-4.78, -0.07, 3.17)  0.414
H (-6.16, 0.83, 1.33)  0.470
H (-5.23, 0.82, -0.99)  0.488
H (-2.92, -0.06, -1.33)  0.341
Se (2.27, -0.78, 2.55)  0.049
Se (3.12, 0.38, 0.72)  0.165
C (2.95, -0.94, -0.67)  -0.417
C (4.08, -1.51, -1.23)  -0.983
C (3.90, -2.43, -2.25)  -0.543
C (2.62, -2.74, -2.65)  -1.276
C (1.55, -2.11, -2.04)  -0.918
N (1.71, -1.21, -1.06)  0.668
C (0.85, 0.44, 3.04)  -0.114
C (0.81, 0.97, 4.32)  -0.910
C (-0.19, 1.89, 4.61)  -0.504
C (-1.10, 2.23, 3.62)  -1.186
C (-0.99, 1.63, 2.38)  -0.412
N (-0.03, 0.74, 2.09)  1.151
H (5.06, -1.24, -0.87)  0.545
H (4.76, -2.91, -2.72)  0.470
H (2.43, -3.47, -3.43)  0.556
H (0.53, -2.33, -2.31)  1.515
H (1.55, 0.70, 5.06)  0.566
H (-0.24, 2.36, 5.58)  0.459
H (-1.88, 2.96, 3.80)  0.570
H (-1.67, 1.87, 1.58)  0.526
C (-0.56, 3.81, -1.70)  -1.350
As (0.26, 2.24, -0.84)  1.281
C (1.41, 3.32, 0.33)  -1.368
C (1.51, 1.65, -2.22)  0.345
C (2.61, 2.43, -2.57)  -0.666
C (3.55, 1.96, -3.48)  -1.007
C (3.39, 0.71, -4.04)  -1.012
C (2.27, -0.06, -3.73)  -0.290
C (1.32, 0.41, -2.83)  0.061
As (-0.33, -0.59, -2.49)  0.619
C (-0.32, -1.85, -3.99)  -1.732
C (-1.54, 0.70, -3.37)  -1.244
H (0.21, 4.51, -2.02)  0.415
H (-1.21, 4.31, -0.98)  0.430
H (-1.16, 3.53, -2.57)  0.421
H (1.92, 4.09, -0.24)  0.546
H (2.16, 2.71, 0.84)  0.247
H (0.79, 3.81, 1.08)  0.404
H (2.73, 3.42, -2.14)  0.343
H (4.40, 2.58, -3.73)  0.439
H (4.12, 0.33, -4.74)  0.474
H (2.15, -1.02, -4.20)  0.476
H (-1.29, -2.36, -4.00)  0.438
H (0.46, -2.59, -3.93)  0.545
H (-0.23, -1.29, -4.92)  0.398
H (-0.98, 1.23, -4.14)  0.396
H (-1.94, 1.42, -2.66)  0.218
H (-2.36, 0.16, -3.84)  0.561

Results
Charge = +2
Multiplicity = 5
Lowest unoccupied orbital energy (alpha / beta) = -0.21399 / -0.21422 Ha
E_tot = -12351.6633 Ha
Gap between HOMO and LUMO (alpha / beta) = 7.64 / 7.72 eV
HOMO (alpha / beta) = -13.467 / -13.551 eV
Largest force on an atom = 0.06593 hartree/bohr
Molar mass = 850.30 g mol⁻¹